1.
{"formula": "C2H4N2O", "method": "ωB97M-V with the def2-TZVPD basis set", "total_charge": 0, "smiles": "C=NNC=O", "e_tot_ev": -7162.7709, "orbital_gap_ev": 9.389, "de_lowest_kcal_mol": 85.52, "elements": ["C", "N", "N", "C", "O", "H", "H", "H", "H"], "positions_angstrom": [[0.8795, -1.9200, 0.7078], [0.8089, -0.7239, 0.0548], [-0.3562, -0.2867, -0.2403], [-0.8866, 1.0373, -0.3431], [-0.2583, 2.1410, -0.2043], [0.0014, -2.7202, 0.7778], [2.0611, -2.0827, 0.8331], [-1.3419, -0.7468, 0.1458], [-1.7802, 0.7923, -1.0121]], "nbo_charge": [-0.22, -0.18, -0.43, 0.49, -0.54, 0.20, 0.22, 0.32, 0.14]}



2.
{"formula": "C2H4N2O", "method": "ωB97M-V with the def2-TZVPD basis set", "total_charge": 0, "smiles": "C=NNC=O", "e_tot_ev": -7163.9259, "orbital_gap_ev": 10.605, "de_lowest_kcal_mol": 58.89, "elements": ["C", "N", "N", "C", "O", "H", "H", "H", "H"], "positions_angstrom": [[-1.4517, -0.8305, -0.0371], [-1.0886, 0.4418, 0.1442], [0.2620, 0.8080, -0.0669], [1.4479, 0.1433, -0.0345], [1.6629, -0.9972, 0.1152], [-2.6409, -0.7325, -0.0622], [-0.7166, -1.6479, -0.1429], [0.4775, 1.7322, 0.3906], [2.0476, 1.0828, -0.3065]], "nbo_charge": [-0.16, -0.25, -0.49, 0.53, -0.56, 0.22, 0.22, 0.38, 0.09]}



3.
{"formula": "C2H4N2O", "method": "ωB97M-V with the def2-TZVPD basis set", "total_charge": 0, "e_tot_ev": -7162.2231, "orbital_gap_ev": 9.856, "de_lowest_kcal_mol": 98.16, "elements": ["C", "O", "N", "N", "C", "H", "H", "H", "H"], "positions_angstrom": [[-0.7274, -0.3201, -0.3360], [-1.6519, 0.4975, 0.2565], [0.4662, -1.2085, 0.6004], [1.5654, 0.8868, -0.1839], [0.7928, -0.0850, 0.0504], [-1.1963, 1.2571, 0.6490], [2.4279, 0.8744, 0.3527], [-0.8141, -0.4643, -1.4144], [-0.8625, -1.4379, 0.0253]], "nbo_charge": [-0.06, -0.66, -0.34, -0.77, 0.38, 0.49, 0.37, 0.23, 0.36]}



4.
{"formula": "C2H4N2O", "method": "ωB97M-V with the def2-TZVPD basis set", "total_charge": 0, "e_tot_ev": -7163.4001, "orbital_gap_ev": 8.891, "de_lowest_kcal_mol": 71.02, "elements": ["C", "C", "N", "N", "O", "H", "H", "H", "H"], "positions_angstrom": [[-1.1923, -0.3918, 0.5459], [1.5778, 1.0767, -0.9276], [-1.3584, -1.5333, 1.0321], [-1.5234, -2.5644, 1.4665], [0.9988, 1.1095, 0.1175], [-1.2551, -0.2550, -0.5157], [-0.9689, 0.4420, 1.1789], [2.5689, 0.6198, -1.0452], [1.1525, 1.4964, -1.8524]], "nbo_charge": [-0.45, 0.29, 0.06, -0.06, -0.50, 0.22, 0.24, 0.11, 0.10]}